No. 1
Molecular formula: C3H4LiO3Pt
Method: DFT, ωB97M-V/def2-TZVPD

Geometry as XYZ:
```
12
Properties=species:S:1:pos:R:3:lowdin_spin:R:1
O 1.65220 -0.08507 -0.11004 0.395
C 0.82077 -1.18082 -0.43484 0.065
C -0.38900 -1.30493 0.46185 0.210
O -2.00035 -0.46958 -0.03095 0.051
C -1.93104 0.74965 -0.13337 0.568
O -1.03384 1.54324 -0.01669 0.253
Li 3.39629 -0.55709 0.07012 0.008
Pt 0.81550 1.38503 0.15143 1.405
H 1.38772 -2.12353 -0.31632 0.012
H 0.49898 -1.13262 -1.48843 0.014
H -0.23371 -0.87889 1.46197 0.012
H -0.80209 -2.31461 0.51573 0.007
```

**Spin multiplicity**: 4
**LUMO (alpha / beta)**: -0.3298 / -0.4276 Eh
**Gap between HOMO and LUMO (alpha / beta)**: 8.61 / 8.53 eV
**E_HOMO (alpha / beta)**: -17.6 / -20.2 eV
**Net charge**: +2

***

No. 2
Molecular formula: C3H4LiO3Rb
Method: DFT, ωB97M-V/def2-TZVPD

Geometry as XYZ:
```
12
Properties=species:S:1:pos:R:3:lowdin_charge:R:1
H -1.15578 3.02971 1.34079 0.095
O -1.79327 1.31840 0.48065 -0.108
O -0.94406 -1.37445 -1.51942 -0.303
C -0.90848 2.04696 0.89415 -0.066
C 0.21521 -1.62318 -1.11525 -0.292
H 0.15567 1.76579 1.00396 0.094
Li -2.07299 0.00515 -0.86911 0.722
Rb 3.14361 -3.61546 -0.73936 0.753
O 1.95800 -0.86047 0.50662 -0.456
C 0.74496 -0.56431 -0.04686 -0.588
H -0.09688 -0.52131 0.71102 0.071
H 0.75401 0.39318 -0.64721 0.076
```

**LUMO**: -0.0148 Eh
**Gap between HOMO and LUMO**: 4.24 eV
**E_HOMO**: -4.6 eV

***

No. 3
Molecular formula: C3H4N
Method: DFT, ωB97M-V/def2-TZVPD

Geometry as XYZ:
```
8
Properties=species:S:1:pos:R:3:lowdin_spin:R:1
C -2.03034 -0.20723 0.10183 0.097
C 1.27242 -0.17944 0.35860 0.739
C 0.60532 0.44467 -0.52495 0.894
N -1.12124 0.44748 -0.21521 0.133
H -2.83655 -0.77633 0.33181 0.006
H 2.18571 -0.29690 -0.12688 0.049
H 1.15247 -0.43040 1.44327 0.046
H 0.77221 0.99816 -1.36848 0.036
```

**Spin multiplicity**: 3
**LUMO (alpha / beta)**: -0.2058 / -0.3316 Eh
**Gap between HOMO and LUMO (alpha / beta)**: 6.40 / 10.06 eV
**E_HOMO (alpha / beta)**: -12.0 / -19.1 eV
**Net charge**: +1

***

No. 4
Molecular formula: C3H4N2
Method: DFT, ωB97M-V/def2-TZVPD

Geometry as XYZ:
```
9
Properties=species:S:1:pos:R:3:lowdin_charge:R:1
C 0.91470 -0.34068 0.62787 -0.123
C 0.17690 0.78565 0.84693 -0.177
N -0.86150 0.86324 -0.04086 0.042
C -0.73941 -0.18035 -0.81470 -0.221
N 0.35214 -0.92158 -0.47927 0.031
H 1.79369 -0.71478 1.12175 0.101
H 0.37222 1.51816 1.61283 0.092
H -1.34778 -0.46946 -1.65688 0.113
H 0.58470 -1.83590 -0.82820 0.143
```

**LUMO**: 0.0336 Eh
**Gap between HOMO and LUMO**: 9.83 eV
**E_HOMO**: -8.9 eV
**Structure (SMILES)**: c1c[nH]cn1

***

No. 5
Molecular formula: C3H4N2
Method: DFT, ωB97M-V/def2-TZVPD

Geometry as XYZ:
```
9
Properties=species:S:1:pos:R:3:lowdin_charge:R:1
N 2.11538 0.71881 -0.54446 0.190
C 1.76212 -0.34749 -0.15423 -0.072
C 0.34778 0.23994 -0.06914 -0.455
C -0.96962 -0.35278 -0.28272 -0.115
N -0.55309 0.18047 1.04350 0.037
H 0.44263 1.26337 -0.46715 0.111
H -1.66439 0.29205 -0.81776 0.103
H -1.12689 -1.41806 -0.39968 0.106
H -0.35394 -0.57631 1.69163 0.095
```

**LUMO**: -0.0025 Eh
**Gap between HOMO and LUMO**: 9.84 eV
**E_HOMO**: -9.9 eV

***

No. 6
Molecular formula: C3H4N2
Method: DFT, ωB97M-V/def2-TZVPD

Geometry as XYZ:
```
9
Properties=species:S:1:pos:R:3:lowdin_charge:R:1
N -0.54351 0.73628 0.18782 -0.051
C 0.93337 0.74659 0.26746 -0.105
C 1.15060 -0.62499 0.04890 -0.187
N 0.01371 -1.36035 -0.10937 0.053
C -0.98492 -0.50375 -0.06134 -0.218
H -1.07177 1.54260 0.49388 0.145
H 0.42464 1.34678 -0.63564 0.154
H 2.10731 -1.14723 0.02980 0.092
H -2.02942 -0.73594 -0.22151 0.118
```

**LUMO**: 0.0286 Eh
**Gap between HOMO and LUMO**: 9.81 eV
**E_HOMO**: -9.0 eV
**Structure (SMILES)**: c1c[nH]cn1

***

No. 7
Molecular formula: C3H4N2
Method: DFT, ωB97M-V/def2-TZVPD

Geometry as XYZ:
```
9
Properties=species:S:1:pos:R:3:lowdin_charge:R:1
N -1.55063 -1.80117 -0.98759 0.123
C -0.91925 -0.81602 -0.59884 -0.123
C -0.23670 0.19601 -0.17931 -0.296
C 1.08977 0.69808 0.11706 -0.118
N -0.05021 0.90921 1.04633 0.041
H -1.23948 -2.57507 -0.39258 0.073
H 1.83046 -0.01608 0.47459 0.104
H 1.48200 1.54500 -0.44204 0.102
H -0.40597 1.86004 0.96238 0.094
```

**LUMO**: 0.0361 Eh
**Gap between HOMO and LUMO**: 9.68 eV
**E_HOMO**: -8.7 eV
**Structure (SMILES)**: N=C=C1CN1

***

No. 8
Molecular formula: C3H4N2
Method: DFT, ωB97M-V/def2-TZVPD

Geometry as XYZ:
```
9
Properties=species:S:1:pos:R:3:lowdin_charge:R:1
N -0.70533 -1.50715 -2.21714 0.144
C -0.57927 -0.79593 -1.31266 -0.164
C 0.15260 -0.40935 -0.12866 -0.340
C 0.43387 0.91148 0.46478 -0.129
N -0.34918 -0.08334 1.19475 0.032
H 0.97082 -1.11840 -0.11780 0.141
H 1.45857 1.02216 0.80818 0.105
H -0.04506 1.82383 0.12251 0.111
H -1.33703 0.15670 1.18604 0.100
```

**LUMO**: 0.0227 Eh
**Gap between HOMO and LUMO**: 10.86 eV
**E_HOMO**: -10.2 eV
**Structure (SMILES)**: N#C[C@H]1CN1

***

The evaluated energy above the lowest of the compared OMol25 structures with the same formula, charge and spin for the records listed, in turn: 19.3; 56.2; 26.9; 0.5; 107.3; 78.5; 75.7; 45.7 kcal/mol.